Arrangement w

The following is a DFT calculation (ωB97M-V/def2-TZVPD) of C4H6N2 in the gas phase.

```
12
Properties=species:S:1:pos:R:3:nbo_charge:R:1
N 0.1236 1.6867 -1.1520 -0.63
N 0.0844 0.5925 -0.2195 -0.20
C 0.9429 -0.4799 0.0488 -0.07
C 0.2945 -1.4737 0.6882 -0.31
C -0.8907 -0.9387 0.9664 -0.32
C -1.0497 0.1506 0.3491 -0.04
H 0.6019 1.5343 -1.9463 0.36
H 0.5940 2.6061 -0.6777 0.36
H 1.9814 -0.5187 -0.2717 0.20
H 0.9763 -2.1373 1.1290 0.22
H -1.7224 -1.6848 1.1283 0.22
H -1.9363 0.6630 -0.0427 0.21
```

LUMO ... 1.0 eV
E_HOMO ... -8.449 eV
Charge ... 0


Arrangement x

The following is a DFT calculation (ωB97M-V/def2-TZVPD) of a 2-piece molecular cluster, C4H6N2 overall.

```
12
Properties=species:S:1:pos:R:3:nbo_charge:R:1
C -2.1013 -0.3595 0.2488 -0.42
N -0.2650 0.1369 -0.6199 -0.54
C 0.6988 -0.8635 -0.4733 -0.09
C 1.7105 -0.2991 0.2283 -0.08
N 1.4389 1.0363 0.5053 -0.43
C 0.2834 1.2680 -0.0307 0.20
H -0.9488 0.1559 -1.3665 0.48
H -1.6535 -1.1708 0.8576 0.12
H -2.0753 0.5065 0.9430 0.11
H 0.5329 -1.8625 -0.8481 0.23
H 2.6292 -0.7583 0.5688 0.22
H -0.2498 2.2102 -0.0134 0.21
```

LUMO ... 0.1 eV
E_HOMO ... -8.950 eV
Charge ... 0


Arrangement y

The following is a DFT calculation (ωB97M-V/def2-TZVPD) of C4H6N2 as an isolated structure.

```
12
Properties=species:S:1:pos:R:3:nbo_charge:R:1
N -0.8850 -1.3629 0.6497 -0.93
C 0.0881 -0.0925 -1.0332 0.02
C -0.9943 -0.1152 -0.0254 -0.14
C -0.0276 0.9036 0.6606 0.10
N 1.0690 0.1936 1.1432 -0.57
C 1.1988 0.3704 -0.2920 -0.11
H -1.0746 -2.0955 -0.0332 0.33
H 0.0501 -0.1275 -2.1234 0.22
H -1.9723 0.3178 -0.2837 0.18
H -0.1687 1.9709 0.7952 0.23
H 0.6207 -0.7890 1.2364 0.42
H 2.0958 0.8262 -0.6942 0.23
```

LUMO (alpha / beta) ... -0.2 / -0.2 eV
E_HOMO (alpha / beta) ... -7.284 / -7.282 eV
Charge ... 0


Arrangement z

The following is a DFT calculation (ωB97M-V/def2-TZVPD) of C4H6N2 in the gas phase.

```
12
Properties=species:S:1:pos:R:3:nbo_charge:R:1
H 2.6268 0.7190 -0.2436 0.34
N 2.2729 -0.2978 -0.0958 -0.74
C 0.9858 -0.1298 0.2252 0.46
C -0.0715 1.0332 0.1088 -0.53
C -1.4462 0.4097 0.0043 -0.22
C -1.2371 -0.9629 -0.1522 -0.04
N 0.0979 -1.0831 0.2787 -0.62
H 0.0640 1.4307 1.0480 0.24
H 0.2252 1.6082 -0.8139 0.25
H -2.3665 1.0358 -0.1485 0.23
H -1.9051 -1.9723 0.0876 0.25
H 0.7537 -1.7905 -0.2986 0.40
```

LUMO ... 0.8 eV
E_HOMO ... -8.365 eV
Charge ... 0


Stability ranking, top and bottom: arrangement w is the most stable and arrangement y is the least stable.


Arrangement w

The following is a DFT calculation (ωB97M-V/def2-TZVPD) of C4H6N2 as an isolated structure.

```
12
Properties=species:S:1:pos:R:3:nbo_charge:R:1
N -0.6221 2.0283 -1.9423 -0.33
C 0.1307 1.4476 -1.2857 0.29
C 0.9913 0.6745 -0.3971 -0.53
C 0.0591 -0.0246 0.5974 -0.08
C -1.1173 -0.8714 -0.0069 -0.25
N 0.4749 -1.2939 1.0198 -0.60
H 1.5521 -0.0835 -0.9554 0.26
H 1.7304 1.3419 0.0682 0.25
H -0.2904 0.6528 1.3864 0.20
H -1.1038 -1.5219 -0.9035 0.22
H -2.1638 -0.9544 0.3809 0.22
H 0.3590 -1.3954 2.0382 0.35
```

LUMO ... 0.5 eV
E_HOMO ... -9.774 eV
Charge ... 0


Arrangement x

The following is a DFT calculation (ωB97M-V/def2-TZVPD) of C4H6N2 in the gas phase.

```
12
Properties=species:S:1:pos:R:3:nbo_charge:R:1
C 0.1585 1.4120 -0.9344 -0.66
C 0.0281 0.2172 -0.0460 0.25
C 0.2305 0.1030 1.3154 -0.45
C -0.1255 -1.1897 1.7606 -0.02
N -0.5347 -1.8392 0.6052 -0.46
N -0.3404 -0.9948 -0.5143 -0.41
H 0.7583 1.1917 -1.8228 0.23
H -0.8243 1.7672 -1.2649 0.23
H 0.6393 2.2241 -0.3837 0.24
H 0.6702 0.8589 1.9486 0.22
H 0.1648 -2.5793 0.7227 0.42
H -0.8249 -1.1710 -1.3864 0.40
```

LUMO ... 0.8 eV
E_HOMO ... -8.104 eV
Charge ... 0


Stability ranking, top and bottom: arrangement x is the most stable and arrangement w is the least stable.


Arrangement w

The following is a DFT calculation (ωB97M-V/def2-TZVPD) of a 2-piece molecular cluster, C2H8NO overall.

```
12
Properties=species:S:1:pos:R:3:nbo_charge:R:1
C -1.5224 -0.6908 0.0789 -0.39
C 2.0307 0.4883 -0.0069 0.39
N -0.9686 0.6753 0.1275 -0.87
O 2.0417 -0.7716 -0.0190 -0.51
H -1.7501 -0.7991 -0.9133 0.20
H -0.8276 -1.3648 0.3049 0.16
H -2.3355 -0.7266 0.6719 0.21
H 1.3572 0.9879 -0.7101 0.22
H 2.8383 1.0547 0.6941 0.26
H -1.2326 1.0981 0.9876 0.38
H -1.0050 1.3345 -0.6156 0.38
H 1.3740 -1.2859 -0.6000 0.56
```

LUMO ... -6.4 eV
E_HOMO ... -13.802 eV
Charge ... +1


Arrangement x

The following is a DFT calculation (ωB97M-V/def2-TZVPD) of a 2-piece molecular cluster, C2H8NO overall.

```
12
Properties=species:S:1:pos:R:3:nbo_charge:R:1
O -2.3526 -0.0387 -0.0913 -0.96
H -0.7177 0.1866 -0.0627 0.47
H -2.8096 0.6130 0.4458 0.51
H -2.7287 -0.9146 0.0822 0.51
C 1.1142 -0.5986 0.7833 -0.45
C 0.8439 0.7281 -1.2126 0.11
N 0.3218 0.0859 -0.2407 -0.38
H 1.1292 -1.6985 0.8495 0.26
H 2.1391 -0.4306 0.4659 0.22
H 0.8307 -0.2833 1.7853 0.25
H 0.2933 1.5820 -1.5920 0.24
H 1.9363 0.7687 -1.2128 0.22
```

LUMO ... -5.1 eV
E_HOMO ... -16.831 eV
Charge ... +1


Stability ranking, top and bottom: arrangement x is the most stable and arrangement w is the least stable.


Arrangement w

The following is a DFT calculation (ωB97M-V/def2-TZVPD) of C6H8O2 in the gas phase.

```
16
Properties=species:S:1:pos:R:3:nbo_charge:R:1
C -1.3669 -1.5714 -0.2699 0.02
C -0.1300 -1.0963 0.1101 0.24
O 1.0867 -1.4671 0.1550 -0.48
C 1.9407 -0.4011 -0.0245 -0.07
C 1.0083 0.9206 -0.4032 -0.41
C -0.3440 0.4684 0.4522 -0.33
C -1.7651 0.8266 0.0758 -0.08
O -2.2942 -0.6574 -0.0842 -0.53
H -1.4316 -2.6350 -0.3742 0.21
H 2.3134 -0.0368 1.0485 0.15
H 2.9251 -0.5949 -0.5112 0.21
H 1.5771 1.9211 -0.3643 0.22
H 0.9183 0.8844 -1.3874 0.19
H -0.0165 0.5887 1.6388 0.22
H -2.0434 1.5217 -1.0012 0.21
H -2.3779 1.3284 0.9394 0.22
```

LUMO ... 1.0 eV
E_HOMO ... -7.259 eV
Charge ... 0


Arrangement x

The following is a DFT calculation (ωB97M-V/def2-TZVPD) of C6H8O2 in the gas phase.

```
16
Properties=species:S:1:pos:R:3:nbo_charge:R:1
C -1.6195 -0.8624 0.0390 -0.09
O -1.8691 0.2743 -0.8130 -0.52
C -0.8223 1.2289 -0.0943 0.04
C 0.7553 1.1823 -0.1952 0.05
O 1.7501 0.3554 -0.7257 -0.53
C 1.4623 -1.0651 -0.1415 -0.04
C -0.0711 -0.6919 0.1992 -0.34
C 0.1081 0.6659 0.9874 -0.31
H -1.8068 -1.5564 -0.8116 0.21
H -2.0921 -1.2683 1.0806 0.21
H -1.3030 2.3210 -0.1286 0.22
H 1.2972 2.1559 -0.4629 0.22
H 2.1485 -1.4024 0.8303 0.18
H 1.6766 -1.5749 -0.9377 0.18
H 0.0345 -0.6423 -0.9243 0.29
H 0.3511 0.8799 2.0983 0.25
```

LUMO ... 0.8 eV
E_HOMO ... -9.107 eV
Charge ... 0


Arrangement y

The following is a DFT calculation (ωB97M-V/def2-TZVPD) of C6H8O2 in the gas phase.

```
16
Properties=species:S:1:pos:R:3:nbo_charge:R:1
C 1.3611 1.3322 -1.0516 -0.40
C 0.9190 0.4107 -0.1910 0.01
C 1.6366 -0.9251 -0.0913 -0.65
C -0.3601 0.6614 0.5969 -0.45
C -1.5345 -0.2580 0.2951 -0.01
O -1.1852 -1.6300 0.4208 -0.68
C -2.7626 0.0668 0.1758 0.60
O -3.8571 0.4753 0.0284 -0.44
H 0.9805 2.3560 -1.1612 0.20
H 2.0988 0.9583 -1.8548 0.20
H 1.3116 -1.7280 -0.7429 0.23
H 1.4349 -1.2356 1.0032 0.22
H 2.7563 -0.7551 -0.3110 0.22
H -0.4956 1.7762 0.3994 0.24
H -0.2932 0.6188 1.8403 0.21
H -2.0104 -2.1239 0.6440 0.48
```

LUMO ... 0.1 eV
E_HOMO ... -8.488 eV
Charge ... 0


Stability ranking, top and bottom: arrangement y is the most stable and arrangement x is the least stable.